The following is a DFT calculation (ωB97M-V/def2-TZVPD) of a structure of composition CHLiO3Zn.

Values from the calculation:
Energy relative to the best compared isomer or geometry (same formula, charge and spin)   0.000 eV
Largest force on an atom   7.71 eV/Å
Kohn-Sham gap (spin up / spin down)   8.471 / 8.152 eV
Multiplicity   1
Calculated total energy   -55790.3162 eV
Net charge   +2

```
7
Properties=species:S:1:pos:R:3:forces:R:3:mulliken_charge:R:1
O -1.371961 -0.151523 -1.131382 2.02 -1.24 -1.14 -0.17
C -0.462809 -0.716529 -1.590933 -2.98 1.07 -0.06 0.31
H 0.367885 -0.874943 -0.096548 4.03 -0.67 -1.20 0.45
O 1.091762 0.019044 1.169361 -1.20 3.60 6.70 -0.31
O 1.350085 -0.446195 0.086122 -1.71 -4.01 -5.34 0.11
Li 0.214026 1.648259 0.466217 3.65 3.61 -1.42 0.93
Zn -1.188991 0.521890 1.097164 -3.82 -2.36 2.47 0.68
```
Positions in Å, forces in eV/Å.